Entry 1:
Formula: C27H37BaBrN2O2PS3Si
Source: the OMol25 dataset
Level of theory: ωB97M-V/def2-TZVPD

Geometry (Å):
Ba1 -0.34239 -0.01066 1.31393
O1 6.58643 1.19062 3.32515
C1 5.34796 0.97493 2.80166
C2 4.23699 0.70758 3.58613
C3 3.02195 0.52080 2.96016
N1 2.86034 0.55643 1.62404
C4 3.94031 0.81441 0.92605
Br1 3.75371 0.90702 -0.97555
C5 5.21253 1.03583 1.42668
H1 6.51641 1.16513 4.28392
H2 4.28613 0.67292 4.66748
H3 2.12860 0.32679 3.54320
H4 6.05021 1.25631 0.78368
S1 0.31651 2.11499 5.95872
C6 0.12042 1.45756 4.43871
S2 -0.12827 -0.30676 4.26663
S3 0.17560 2.46754 2.99544
C7 -3.61124 0.72335 1.29334
Si1 -3.67770 -0.83500 0.24342
C8 -4.46059 -0.37047 -1.40358
C9 -4.85099 -1.99798 1.12045
N2 -2.07576 -1.41742 0.11188
C10 -1.73159 -2.63754 -0.40642
C11 -2.61689 -3.50422 -1.09114
C12 -2.25686 -4.75737 -1.56024
C13 -0.96935 -5.23713 -1.37669
C14 -0.05074 -4.42174 -0.72623
C15 -0.42055 -3.16891 -0.28756
O2 0.53324 -2.35681 0.37932
C16 1.86917 -2.51033 0.01174
C17 2.78698 -2.69428 1.02548
C18 4.13236 -2.81071 0.69410
C19 4.53142 -2.77199 -0.63379
C20 3.58457 -2.59337 -1.63624
C21 2.24318 -2.44713 -1.32106
H5 -4.62141 1.14254 1.33230
H6 -2.96290 1.51103 0.90322
H7 -3.30637 0.53781 2.32926
H8 -5.32671 0.28187 -1.25248
H9 -4.79891 -1.24248 -1.96802
H10 -3.73826 0.16139 -2.02979
H11 -5.81676 -1.50413 1.26856
H12 -4.45111 -2.25531 2.10459
H13 -5.02764 -2.92930 0.58044
H14 -3.63109 -3.16258 -1.25886
H15 -2.99594 -5.36128 -2.07352
H16 -0.67552 -6.21750 -1.72700
H17 0.96231 -4.76584 -0.56287
H18 2.44634 -2.72199 2.05261
H19 4.86363 -2.93590 1.48270
H20 5.57905 -2.86642 -0.88845
H21 3.89273 -2.54675 -2.67332
H22 1.49198 -2.30661 -2.08672
C22 -3.05004 4.28085 -2.22564
C23 -2.82802 3.24439 -1.12814
P1 -1.12886 2.55187 -0.98951
C24 -0.12991 4.08302 -0.83057
C25 1.33362 3.81799 -0.49651
C26 -0.82452 1.97067 -2.71391
C27 0.20279 0.84221 -2.77300
H23 -4.08249 4.63640 -2.23807
H24 -2.83701 3.86954 -3.21390
H25 -2.40861 5.15197 -2.08735
H26 -3.50608 2.39611 -1.25088
H27 -3.06457 3.66223 -0.14528
H28 -0.59964 4.65616 -0.02519
H29 -0.21675 4.68431 -1.74108
H30 1.43709 3.27595 0.44595
H31 1.88923 4.75367 -0.40880
H32 1.82041 3.22511 -1.27313
H33 -0.53970 2.80555 -3.36151
H34 -1.78488 1.60222 -3.08831
H35 1.15932 1.13809 -2.33991
H36 0.38592 0.51749 -3.79959
H37 -0.15280 -0.02669 -2.21112

Properties
charge	-1
E_LUMO	2.12	eV
DFT total energy	-5736.17533	hartree

---

Entry 2:
Formula: C27H37ClN8OPtS5
Source: the OMol25 dataset
Level of theory: ωB97M-V/def2-TZVPD

Geometry (Å):
Pt1 -0.05605 2.51978 -1.20646
N1 -1.57806 1.80479 2.04325
C1 -0.25584 2.06561 2.17302
N2 0.54046 2.17230 1.15484
C2 1.84968 2.37802 1.53783
C3 2.04843 2.42354 2.87487
S1 0.54878 2.20157 3.70723
C4 2.83549 2.51722 0.45607
C5 4.16396 2.75076 0.55372
S2 4.87013 2.82818 -1.02193
C6 3.30174 2.54042 -1.71354
N3 2.35937 2.40270 -0.83229
N4 3.08658 2.41143 -3.04160
H1 -1.94176 1.88555 1.10013
H2 -2.20421 2.04409 2.79344
H3 2.96314 2.57778 3.41632
H4 4.76316 2.88117 1.43546
H5 3.74598 2.79948 -3.69383
H6 2.11641 2.36823 -3.33082
S3 -3.23680 1.19066 -4.35477
C7 -2.17697 1.81695 -3.25694
S4 -0.64232 2.47600 -3.71302
S5 -2.52164 1.86300 -1.56372
C8 0.99562 6.43553 -1.41622
C9 -0.34263 5.82335 -0.97831
C10 -0.65368 6.19251 0.47937
C11 -1.47812 6.27755 -1.90774
N5 -0.24230 4.41185 -1.07070
H7 0.93699 7.52356 -1.36634
H8 1.22644 6.14377 -2.43969
H9 1.80216 6.09700 -0.76551
H10 -0.75306 7.27458 0.57165
H11 0.14694 5.85588 1.13847
H12 -1.58619 5.72712 0.79569
H13 -1.58189 7.36209 -1.85610
H14 -2.41796 5.81385 -1.61222
H15 -1.26611 5.98560 -2.93494
C12 0.28369 -4.58819 3.49286
C13 0.91796 -4.41812 2.10804
C14 0.50533 -5.60978 1.23280
C15 2.44067 -4.49972 2.28992
C16 0.51300 -3.03102 1.48069
O1 1.32679 -2.00925 2.08990
C17 -0.94489 -2.60359 1.75077
C18 -2.12790 -3.45114 1.27248
C19 -2.46200 -3.35109 -0.19460
C20 -2.38774 -4.46612 -1.02004
C21 -2.72993 -4.39000 -2.36131
C22 -3.16480 -3.18342 -2.87856
Cl1 -3.59991 -3.08988 -4.55653
C23 -3.26018 -2.05548 -2.07811
C24 -2.90223 -2.14969 -0.74439
C25 0.90502 -3.00370 -0.00647
N6 0.59417 -1.77131 -0.72095
C26 0.62008 -0.49756 -0.33333
N7 0.22736 0.27695 -1.32659
C27 -0.01523 -0.59466 -2.34148
N8 0.19237 -1.84341 -2.01088
H16 0.67937 -5.48863 3.96210
H17 -0.79828 -4.68720 3.44591
H18 0.51850 -3.75388 4.15735
H19 0.68876 -6.53251 1.78443
H20 1.09176 -5.66136 0.31708
H21 -0.54605 -5.59489 0.95880
H22 2.69529 -5.48854 2.67254
H23 2.81357 -3.75877 2.99377
H24 2.97544 -4.36377 1.35152
H25 1.11740 -1.97593 3.02990
H26 -1.05839 -1.59413 1.35071
H27 -1.03143 -2.49653 2.83524
H28 -2.99860 -3.11144 1.84142
H29 -1.99455 -4.49874 1.54139
H30 -2.06908 -5.41762 -0.61315
H31 -2.66758 -5.25914 -2.99948
H32 -3.59037 -1.11541 -2.49897
H33 -2.97442 -1.26228 -0.12647
H34 0.36734 -3.77121 -0.55949
H35 1.97498 -3.19631 -0.09007
H36 0.88734 -0.18861 0.65418
H37 -0.37847 -0.29642 -3.30759

Properties
<S²>	6.027
E_LUMO (alpha / beta)	-0.01 / -0.16	eV
DFT total energy	-4134.74857	hartree
spin multiplicity	5

---

Entry 3:
Formula: C27H37FN6O7S
Source: the OMol25 dataset
Level of theory: ωB97M-V/def2-TZVPD

Geometry (Å):
C1 -0.87245 1.66608 -3.69772
C2 -2.09273 1.25686 -2.75245
O1 -3.21483 1.06067 -3.32930
N1 -2.02497 1.04333 -1.30513
C3 -3.16386 1.67603 -0.56665
C4 -0.70540 1.37779 -0.73413
C5 -0.20333 2.84180 -0.56869
C6 -1.05605 4.12931 -1.03030
C7 -1.84820 4.83987 0.19296
C8 -1.45281 4.29477 1.64348
F1 -1.56872 6.27817 0.19769
C9 1.21548 3.14638 0.04684
C10 1.78367 4.64840 0.24569
O2 2.55811 5.11847 -0.89756
N2 3.70650 5.70824 -0.38467
O3 3.54877 6.89252 -0.48781
C11 2.06700 1.94016 0.48958
S1 3.73040 2.28478 1.27561
C12 1.62472 0.42189 0.32225
N3 2.57627 -0.56563 0.75554
C13 2.01818 -1.84678 0.48964
C14 2.95338 -3.11911 0.85927
C15 4.49786 -2.71925 0.55340
O4 5.27967 -3.94017 0.37180
C16 5.40104 -4.64864 1.61379
O5 5.28007 -5.89891 1.60422
C17 0.61773 -2.16663 -0.11008
O6 0.17591 -3.52179 -0.28288
C18 -0.16496 -4.12661 0.99279
C19 -0.88080 -3.14819 2.04068
N4 0.14182 -2.63845 3.00253
C20 -0.45512 -1.84541 4.11140
C21 0.70807 -1.27788 5.08989
C22 2.20101 -1.54201 4.52842
O7 0.60724 0.16574 5.30668
N5 -0.29343 -1.14863 -0.48812
C23 0.22820 0.17773 -0.28995
H1 -0.05846 2.28559 -3.18492
H2 -0.36305 0.68641 -4.04943
H3 -1.23869 2.17394 -4.66283
H4 -4.08192 0.98332 -0.60961
H5 -3.42539 2.66709 -1.10375
H6 -2.90058 1.89520 0.52044
H7 -1.81854 3.88644 -1.84793
H8 -0.33657 4.91340 -1.45386
H9 -2.97609 4.70649 0.05878
H10 -2.06839 4.84682 2.45324
H11 -0.34796 4.50038 1.92221
H12 -1.60061 3.16825 1.78752
H13 0.89027 5.37596 0.36887
H14 2.38039 4.75638 1.23154
H15 4.68266 1.77461 0.40482
H16 2.68164 -3.98023 0.15852
H17 2.83170 -3.43686 1.95532
H18 4.86853 -2.08800 1.43039
H19 4.51456 -2.17018 -0.45261
H20 5.65696 -4.03405 2.54846
H21 -0.87766 -5.01148 0.80998
H22 0.77238 -4.58580 1.48717
H23 -1.53222 -2.33381 1.57737
H24 -1.60493 -3.81538 2.66206
H25 0.65447 -3.46449 3.33761
H26 -1.08599 -0.95076 3.75046
H27 -1.08832 -2.58095 4.74987
H28 0.58348 -1.81576 6.10445
H29 2.31219 -1.15314 3.45220
H30 3.02478 -1.11362 5.19510
H31 2.40234 -2.68238 4.46778
H32 1.47828 0.41293 5.68375
C24 -3.36460 -2.02346 -5.68166
C25 -4.01151 -3.01432 -6.46224
C26 -5.34119 -2.67773 -6.53063
N6 -5.52145 -1.52262 -5.81613
C27 -4.32066 -1.11404 -5.29971
H33 -2.31546 -1.97982 -5.42837
H34 -3.55455 -3.87772 -6.92343
H35 -6.17251 -3.15929 -7.02326
H36 -6.40018 -1.04734 -5.69083
H37 -4.25058 -0.21484 -4.70544

Properties
SMILES string	CC(=O)N(C)c1c(C[C@@H](C)F)c(CON=O)c(S)c2nc(CCOC=O)c(OCCNC[C@@H](C)O)nc12.c1cc[nH]c1
E_LUMO	-1.40	eV
DFT total energy	-2403.84412	hartree

---

Entry 4:
Formula: C27H37GeNiO3SbSe4
Source: the OMol25 dataset
Level of theory: ωB97M-V/def2-TZVPD

Geometry (Å):
Ni1 0.12826 1.46264 -0.21035
C1 2.12986 -0.39757 1.99666
C2 0.81528 0.00181 2.65108
C3 0.06913 -1.24316 3.11811
C4 1.09502 0.92489 3.83885
O1 -0.01041 0.68131 1.72057
Ge1 -1.07970 2.35448 1.68117
O2 0.50592 3.18422 0.99509
C5 1.08654 4.41011 0.56986
C6 0.49526 5.53726 1.42077
C7 0.80406 4.70118 -0.91771
C8 2.58638 4.30692 0.83804
O3 -1.80250 2.24459 -0.16898
C9 -3.19907 2.04931 -0.41513
C10 -3.64526 3.13401 -1.38623
C11 -3.42018 0.67160 -1.02705
C12 -4.02968 2.14889 0.86523
H1 2.74721 -0.98445 2.68198
H2 2.68654 0.49066 1.69630
H3 1.93623 -0.98385 1.09652
H4 0.68351 -1.82115 3.81493
H5 -0.17673 -1.87381 2.26287
H6 -0.85944 -0.96036 3.61942
H7 1.69468 0.41549 4.59828
H8 0.15375 1.24591 4.29136
H9 1.63605 1.81077 3.49987
H10 -0.58703 5.59345 1.28426
H11 0.93639 6.49551 1.13528
H12 0.70522 5.35641 2.47711
H13 0.24762 3.87984 -1.36805
H14 1.72109 4.82009 -1.49322
H15 0.18643 5.59449 -1.03639
H16 2.77962 4.32084 1.91339
H17 3.13595 5.11429 0.34997
H18 2.95687 3.35943 0.44849
H19 -3.07779 3.05964 -2.31504
H20 -3.47215 4.12117 -0.95415
H21 -4.70921 3.02992 -1.61400
H22 -2.84392 0.56561 -1.94592
H23 -4.47925 0.51981 -1.25599
H24 -3.10035 -0.10300 -0.33008
H25 -3.90919 3.12647 1.33542
H26 -3.72888 1.38391 1.58353
H27 -5.08764 1.99922 0.63723
Se1 5.30571 2.21272 -3.21063
Sb1 3.58020 0.60073 -2.71557
Se2 5.14475 -1.18680 -1.99219
Se3 2.95222 0.01524 -5.06565
Se4 1.86741 1.27965 -1.14121
C13 -0.27820 -0.19172 -1.00570
C14 -0.15735 -1.42825 -1.01960
C15 -0.08501 -2.80121 -1.12895
C16 -0.81196 -3.60140 -0.12195
C17 -1.93342 -3.06168 0.51679
C18 -2.60351 -3.76617 1.50320
C19 -2.16741 -5.03009 1.88228
C20 -1.04247 -5.57158 1.27326
C21 -0.37088 -4.86627 0.28580
C22 0.75013 -3.44355 -2.15578
C23 0.42973 -4.70349 -2.67617
C24 1.23168 -5.29901 -3.63842
C25 2.36727 -4.65077 -4.10275
C26 2.68254 -3.38816 -3.61621
C27 1.87515 -2.79330 -2.65895
H28 -2.28105 -2.08282 0.21378
H29 -3.46550 -3.32532 1.98864
H30 -2.69520 -5.58313 2.64936
H31 -0.67239 -6.54094 1.58452
H32 0.52779 -5.27769 -0.15515
H33 -0.47660 -5.19692 -2.34869
H34 0.96007 -6.27047 -4.03395
H35 2.99614 -5.11716 -4.85103
H36 3.55420 -2.86309 -3.98233
H37 2.11145 -1.81614 -2.26007

Properties
<S²>	4.245
charge	-1
E_LUMO (alpha / beta)	1.30 / 0.19	eV
DFT total energy	-14707.90944	hartree
spin multiplicity	4

---

Entry 5:
Formula: C27H37HfN2S
Source: the OMol25 dataset
Level of theory: ωB97M-V/def2-TZVPD

Geometry (Å):
Hf1 -6.95340 15.16021 -8.67702
C1 -8.80332 15.55426 -9.88754
C2 -8.22314 16.77693 -9.40875
C3 -6.99529 16.88388 -10.27824
C4 -6.81836 15.53070 -10.92731
C5 -7.89626 14.72906 -10.62809
C6 -8.03580 13.33799 -11.19995
C7 -6.60191 12.68366 -11.40073
C8 -8.49577 13.28760 -12.69596
C9 -8.99902 12.45999 -10.36099
C10 -5.95000 17.95566 -10.52540
C11 -5.10022 17.41835 -11.73697
C12 -4.88409 18.09453 -9.39186
C13 -6.47194 19.35326 -10.85219
C14 -9.10409 17.82228 -8.70306
C15 -9.79217 18.73773 -9.80407
C16 -8.13889 18.50773 -7.76192
C17 -10.27249 17.14255 -7.86998
H1 -9.85908 15.46910 -9.73052
H2 -5.94725 15.30405 -11.60414
H3 -5.85801 13.36309 -11.88440
H4 -6.63640 11.72131 -11.94478
H5 -6.27208 12.35698 -10.42852
H6 -7.76787 13.60091 -13.45775
H7 -9.45430 13.83073 -12.85246
H8 -8.75719 12.18725 -12.85048
H9 -8.57559 12.30266 -9.32563
H10 -9.05253 11.38331 -10.76978
H11 -10.01726 12.88520 -10.24125
H12 -4.84021 16.36391 -11.42051
H13 -4.16742 18.00266 -11.76429
H14 -5.63944 17.51394 -12.66754
H15 -4.66760 17.08672 -8.97384
H16 -5.28495 18.69850 -8.55059
H17 -3.95548 18.52992 -9.75450
H18 -5.58372 19.83253 -11.22248
H19 -6.77888 19.96982 -10.03752
H20 -7.19940 19.23044 -11.68481
H21 -9.01179 19.51710 -10.06292
H22 -10.68697 19.27647 -9.51745
H23 -10.00442 18.06180 -10.62513
H24 -7.19972 18.65813 -8.31128
H25 -7.88605 17.99597 -6.81405
H26 -8.54401 19.52928 -7.45966
H27 -11.14331 16.86589 -8.45812
H28 -10.53254 17.86245 -7.08075
H29 -9.96355 16.26136 -7.26842
S1 -6.43000 10.31428 -6.34503
C18 -6.84888 12.06403 -6.55973
C19 -5.79802 13.01398 -6.47115
C20 -6.08115 14.38244 -6.55128
N1 -7.35723 14.82500 -6.63500
C21 -8.38036 13.94840 -6.81217
C22 -8.13943 12.56920 -6.86746
C23 -7.02300 9.64053 -7.84121
C24 -6.02233 9.26986 -8.77461
C25 -6.48335 8.77563 -10.03134
N2 -7.74152 8.40911 -10.19021
C26 -8.71822 8.80446 -9.28071
C27 -8.37682 9.35986 -8.07505
H30 -4.75530 12.66635 -6.37318
H31 -5.30273 15.11789 -6.28487
H32 -9.40707 14.33794 -6.75380
H33 -8.86072 11.90401 -7.35932
H34 -4.99521 9.33144 -8.59826
H35 -5.76692 8.52515 -10.78481
H36 -9.72032 8.57528 -9.59165
H37 -9.08193 9.55456 -7.30943

Properties
charge	+3
E_LUMO	-12.31	eV
DFT total energy	-1605.49625	hartree

---

Entry 6:
Formula: C27H37N11S2SeSn
Source: the OMol25 dataset
Level of theory: ωB97M-V/def2-TZVPD

Geometry (Å):
Sn1 -0.40119 -0.05820 -0.03923
Se1 5.84432 5.33858 -0.06548
N1 5.72774 3.58826 -0.11222
C1 4.45877 3.26972 -0.03210
C2 3.96268 1.91162 -0.02004
C3 4.81857 0.81030 -0.10474
C4 4.28492 -0.45710 -0.09122
C5 2.90764 -0.59264 0.00425
N2 2.07543 0.44083 0.09274
C6 2.57770 1.69474 0.09060
C7 1.65312 2.82724 0.20861
N3 0.34158 2.56095 0.33990
C8 -0.51134 3.57085 0.43666
C9 -0.12348 4.90665 0.41588
C10 1.21379 5.19934 0.29639
C11 2.12880 4.14783 0.19080
C12 3.55118 4.37614 0.06964
N4 4.10798 5.56266 0.07143
H1 5.88388 0.98423 -0.17872
H2 4.91162 -1.33463 -0.15932
H3 2.43932 -1.57245 -0.01182
H4 -1.55687 3.30005 0.52003
H5 -0.86909 5.68467 0.49507
H6 1.58512 6.21534 0.28260
C13 0.73924 0.60666 4.73259
N5 -0.66773 0.30372 4.52311
C14 -1.51440 0.34501 5.71271
C15 -1.10709 -0.07794 3.31532
N6 -0.29672 -0.36901 2.32050
N7 -2.47995 -0.20772 3.15901
C16 -3.21853 1.05561 3.12319
C17 -2.92782 -1.16122 2.15971
H7 0.84254 1.14211 5.67206
H8 1.12238 1.24684 3.93587
H9 1.34501 -0.30210 4.79264
H10 -1.03172 -0.21364 6.51494
H11 -2.47425 -0.10960 5.50035
H12 -1.66083 1.37194 6.05191
H13 0.67541 -0.34868 2.61306
H14 -2.83403 1.74883 3.86761
H15 -4.26936 0.86812 3.34360
H16 -3.14159 1.52470 2.13299
H17 -2.38862 -2.10026 2.26975
H18 -2.78658 -0.79906 1.13430
H19 -3.99004 -1.34252 2.31703
S1 -3.07494 1.17916 -1.12754
C18 -4.58600 0.53100 -0.84330
N8 -5.61352 1.23461 -0.38010
C19 -6.85098 0.53111 -0.06923
C20 -6.81461 -0.75814 -0.88079
S2 -5.03992 -1.12674 -1.12040
H20 -5.51391 2.22605 -0.22430
H21 -7.70818 1.14398 -0.34168
H22 -6.89924 0.31897 1.00265
H23 -7.25946 -0.63210 -1.86560
H24 -7.29140 -1.59009 -0.37130
C21 1.41526 -5.64630 1.20267
C22 1.20720 -4.41399 2.06122
N9 0.67979 -3.34888 1.22036
C23 -0.12105 -3.54477 0.13140
N10 -0.59329 -2.46824 -0.46713
C24 -1.38909 -2.64439 -1.68197
C25 -0.99942 -3.90266 -2.43776
C26 -1.13207 -5.07024 -1.47931
N11 -0.33669 -4.80807 -0.28396
C27 0.10400 -5.95797 0.50448
H25 1.73448 -6.48730 1.81520
H26 2.18687 -5.45164 0.45534
H27 2.15059 -4.07795 2.49200
H28 0.52169 -4.64720 2.88304
H29 0.60024 -2.42989 1.62002
H30 -1.23860 -1.76693 -2.31874
H31 -2.45287 -2.68720 -1.43113
H32 0.03353 -3.82806 -2.78346
H33 -1.64632 -4.04354 -3.30236
H34 -0.77119 -5.99382 -1.93011
H35 -2.18266 -5.21715 -1.20692
H36 0.22438 -6.80230 -0.17220
H37 -0.66251 -6.22682 1.23936

Properties
charge	+2
E_LUMO	-5.23	eV
DFT total energy	-5065.11046	hartree